Here is a structure of composition C22H14IrO6S2 at a distorted geometry from the OMol25 dataset. Energies are from wB97M-V/def2-TZVPD.

Last column: Löwdin charge in e.
Element x y z (Å)
1 C 3.030 -0.246 -1.426  -0.603
2 C 3.484 -0.442 -5.946  -0.118
3 C 2.497 0.102 -5.132  -0.082
4 C 2.008 -4.746 -1.386  0.007
5 H 0.676 -5.959 -4.794  0.090
6 C 2.425 -1.592 -1.143  -0.375
7 S 1.985 1.159 -1.181  0.595
8 C 1.452 -4.320 -3.679  -0.035
9 H 1.292 -0.169 -3.378  0.078
10 O 1.071 -2.055 0.729  -0.022
11 O 2.567 -3.085 2.118  0.029
12 C 3.209 -2.290 -0.059  -0.151
13 H 4.073 -3.295 -4.230  0.121
14 H 4.559 0.922 -2.236  0.091
15 H 2.363 -4.433 -0.419  0.100
16 C 2.658 -1.794 -3.648  -0.211
17 Ir -0.034 0.296 -0.428  1.173
18 C 1.958 -3.817 -2.450  -0.137
19 C 1.032 -1.426 -0.482  -0.303
20 O -3.637 1.258 -0.408  -0.360
21 C 4.316 -0.068 -1.863  -0.169
22 O -2.265 2.386 1.238  -0.362
23 H 6.209 -0.771 -2.493  0.076
24 C 5.335 -1.027 -1.902  -0.142
25 C 1.646 -6.063 -1.562  -0.096
26 H 6.390 -2.714 -1.203  0.077
27 C 2.337 -2.449 -2.392  -0.032
28 O -1.325 1.826 -0.938  -0.524
29 H 1.328 -3.627 -4.498  0.109
30 S -2.307 1.418 0.154  0.228
31 H 2.057 1.060 -5.373  0.097
32 C 3.625 -2.348 -4.498  -0.042
33 O -1.779 0.068 0.621  -0.498
34 H 1.717 -6.746 -0.725  0.096
35 C 5.436 -2.196 -1.139  -0.137
36 H 4.882 -3.453 0.477  0.102
37 C 4.026 -1.678 -5.640  -0.106
38 H 3.825 0.097 -6.822  0.084
39 C 2.349 -2.542 1.037  -0.476
40 H 4.782 -2.121 -6.280  0.089
41 C 2.083 -0.569 -3.997  -0.045
42 H 0.901 -7.569 -2.915  0.082
43 C 4.539 -2.683 -0.206  -0.064
44 C 1.079 -5.633 -3.841  -0.111
45 C 1.186 -6.532 -2.786  -0.123

Values from the calculation:
F_max ... 4.1 eV/A
ΔE to the lowest compared entry with this formula, charge and spin ... 95.0 kJ/mol
Multiplicity ... 6
Net charge ... -2